(1)
20
Properties=species:S:1:pos:R:3:mulliken_charge:R:1 method="wB97M-V/def2-TZVPD" relative_energy_kj_mol=62.43 homo_lumo_gap_ha=0.227 smiles="C=CCC[C@@H](N)C[O-]" total_charge=-1 multiplicity=1 energy_ev=-9952.6990 fmax_ha_per_bohr=0.0613
C -0.4395 3.0977 -0.0987 -0.62
C -0.6530 2.0990 0.7255 -0.13
C -1.2841 0.7269 0.6485 -0.60
C -0.5594 -0.1918 -0.3349 -0.93
C 0.6603 -0.9247 0.1443 0.22
N 0.2536 -1.9917 1.0448 -0.80
C 1.3692 -1.7135 -1.1287 -0.69
O 0.6030 -2.7016 -1.5796 -0.89
H -0.6538 2.9882 -1.1698 0.22
H -0.1108 4.1128 0.0724 0.26
H -0.3261 2.2824 1.7633 0.18
H -1.4148 0.2535 1.6169 0.32
H -2.3098 0.8682 0.2720 0.27
H -0.2854 0.2956 -1.2883 0.40
H -1.3144 -0.8524 -0.7791 0.30
H 1.4304 -0.2946 0.5933 0.35
H 0.0434 -2.7794 0.4281 0.33
H 1.0492 -2.3741 1.5357 0.26
H 1.6300 -0.9197 -1.8545 0.30
H 2.3121 -1.9808 -0.6111 0.26

=====

(2)
20
Properties=species:S:1:pos:R:3:mulliken_charge:R:1 method="wB97M-V/def2-TZVPD" relative_energy_kj_mol=171.01 homo_lumo_gap_ha=0.221 smiles="C=CCC[C@@H](N)C[O-]" total_charge=-1 multiplicity=1 energy_ev=-9951.5736 fmax_ha_per_bohr=0.1048
C 1.0417 -2.4408 2.2923 -0.82
C 0.6059 -1.6454 1.2298 0.07
C 0.4939 -0.1382 1.2391 -0.78
C 0.6273 0.5465 -0.0844 -0.81
C -0.7252 0.4868 -0.8244 0.15
N -1.9494 1.2101 -0.1555 -0.78
C -0.2029 1.1309 -2.2622 -0.68
O 0.6765 0.2829 -2.6913 -0.84
H 1.4600 -1.8800 3.1991 0.22
H 1.0463 -3.4710 2.2169 0.33
H 0.0738 -2.0360 0.3370 0.18
H -0.3858 0.2581 1.7131 0.36
H 1.1894 0.2337 1.9345 0.42
H 1.4071 -0.1172 -0.7185 0.20
H 1.0363 1.5715 -0.1271 0.43
H -1.0305 -0.5818 -1.0468 0.27
H -1.7145 2.1219 -0.3154 0.24
H -2.7355 1.1147 -0.7757 0.29
H -1.0725 1.1984 -3.0085 0.29
H 0.1579 2.1550 -2.1519 0.25

=====

(3)
20
Properties=species:S:1:pos:R:3:mulliken_charge:R:1 method="wB97M-V/def2-TZVPD" relative_energy_kj_mol=213.57 homo_lumo_gap_ha=0.369 smiles="C=COC(C)=[N+](C)C" total_charge=+1 multiplicity=1 energy_ev=-9944.8913 fmax_ha_per_bohr=0.0991
C 3.0866 -0.0278 0.6696 -0.73
C 2.5455 0.4447 -0.4431 -0.05
O 1.1433 0.7398 -0.3959 -0.35
C -0.0012 -0.0676 -0.0487 0.96
C 0.2703 -1.4886 0.0056 -1.53
N -1.2042 0.4472 -0.0401 0.11
C -1.6497 1.8387 -0.1577 -0.82
C -2.2640 -0.5579 0.1376 -1.11
H 2.7040 -0.4462 1.5191 0.39
H 4.1619 -0.1649 0.5641 0.26
H 3.0640 0.7341 -1.3713 0.34
H 0.1868 -1.9119 -1.0154 0.39
H 1.2948 -1.7751 0.1233 0.45
H -0.2702 -2.0566 0.6479 0.46
H -0.7567 2.5164 -0.0644 0.35
H -1.8856 2.2050 -1.1250 0.33
H -2.5575 1.8446 0.4697 0.37
H -2.3565 -0.9423 1.1514 0.38
H -3.1703 0.0670 -0.1178 0.39
H -2.3414 -1.3985 -0.5090 0.43

=====

(4)
20
Properties=species:S:1:pos:R:3:mulliken_charge:R:1 method="wB97M-V/def2-TZVPD" relative_energy_kj_mol=475.40 homo_lumo_gap_ha="0.280 / 0.280" total_charge=+1 multiplicity=1 energy_ev=-9942.1776 fmax_ha_per_bohr=0.1018
C 0.4050 0.4880 0.4961 0.58
C 1.7577 0.7759 0.2309 -1.60
C 0.3054 -0.9317 -1.6222 -1.32
C -0.4451 1.1749 1.3730 -0.95
C -1.6502 -0.7700 -0.0421 -1.44
C -0.1546 -0.6874 -0.1581 1.42
N 0.3627 -1.6880 0.8622 0.14
O 1.5059 -2.1174 0.8257 -0.24
H 2.1292 1.5533 0.9343 0.38
H 1.9733 1.1108 -0.7917 0.38
H 2.3746 -0.1272 0.2936 0.43
H -0.2536 -1.7236 -2.0328 0.44
H 1.5016 -1.0200 -1.7359 0.29
H 0.1323 -0.0187 -2.1295 0.42
H -1.0331 0.3100 1.8334 0.22
H -0.1285 1.7705 2.3058 0.38
H -1.2373 1.6715 0.7590 0.35
H -1.9492 -0.8041 1.1192 0.34
H -2.1705 0.1071 -0.4762 0.35
H -2.1309 -1.5826 -0.4852 0.44

=====

(5)
20
Properties=species:S:1:pos:R:3:mulliken_charge:R:1 method="wB97M-V/def2-TZVPD" s_squared=2.01 relative_energy_kj_mol=171.50 homo_lumo_gap_ha="0.296 / 0.351" total_charge=+1 multiplicity=3 energy_ev=-9940.6584 fmax_ha_per_bohr=0.0897
C -2.1516 0.2075 -0.0997 0.14
C -2.8186 1.3170 -0.2948 -0.88
C -0.9578 0.1164 0.9061 -0.79
C 1.2498 0.2687 -0.4182 -0.24
C -0.1076 -1.8681 -0.2801 -1.11
C 3.4794 0.9290 -0.1311 -0.44
N 0.3455 -0.5748 0.3638 0.03
O 2.4211 0.2352 0.1489 -0.28
H -2.4021 -0.5968 -0.8843 0.22
H -3.4400 1.3163 -1.0805 0.30
H -0.5453 1.0192 1.2735 0.55
H -1.1015 -0.5170 1.7515 0.42
H 0.6585 1.1332 -0.8084 0.41
H 0.6491 -2.5157 -0.4529 0.45
H -0.8500 -2.3916 0.2503 0.43
H -0.3811 -1.7322 -1.3187 0.43
H -2.7039 2.1516 0.2844 0.34
H 3.5475 1.8487 -0.6800 0.29
H 4.3684 0.6194 0.2262 0.33
H 0.7404 -0.9661 1.2441 0.40

=====

(6)
21
Properties=species:S:1:pos:R:3:mulliken_charge:R:1 method="wB97M-V/def2-TZVPD" relative_energy_kj_mol=414.02 homo_lumo_gap_ha=0.350 total_charge=+1 multiplicity=1 energy_ev=-11990.0235 fmax_ha_per_bohr=0.0979
C 1.5631 0.5612 -2.4677 -0.15
C 1.8948 0.3787 0.1152 0.47
C -1.4143 0.2846 0.3137 0.72
C 1.6495 -0.8909 0.9762 -1.06
C -1.7296 -1.1071 0.0014 -1.05
C -2.3597 1.1061 1.1623 -1.17
N 1.9315 0.4426 -1.2500 0.35
O 3.1051 0.5080 -0.7432 -0.37
O -0.3183 0.7233 -0.0543 -0.60
H 0.5589 0.1689 -2.7805 0.22
H 2.1522 0.8735 -3.2611 0.33
H 1.5450 1.2777 0.6067 0.37
H 2.2241 -0.9623 1.8219 0.42
H 1.8998 -1.7976 0.4064 0.31
H 0.6367 -0.7692 1.3815 0.18
H -1.3283 -1.2597 -0.9773 0.29
H -2.7538 -1.3413 -0.1188 0.41
H -1.3411 -1.8713 0.6181 0.33
H -2.2652 0.5857 2.1268 0.29
H -3.5045 0.9738 0.9088 0.33
H -2.1459 2.1153 1.2141 0.38

=====

(7)
21
Properties=species:S:1:pos:R:3:mulliken_charge:R:1 method="wB97M-V/def2-TZVPD" relative_energy_kj_mol=242.87 homo_lumo_gap_ha=0.347 total_charge=+1 multiplicity=1 energy_ev=-11991.7973 fmax_ha_per_bohr=0.1206
C -1.8726 0.3326 0.2440 0.59
C -0.8271 -0.7896 0.3768 0.50
C -2.7297 -0.1223 -0.9212 -0.95
C 1.0900 0.8867 1.3758 -1.02
C 0.8379 0.6392 -1.1242 -0.86
C 1.8032 -1.1294 0.2131 -0.79
N 0.8939 0.0850 0.1484 -0.08
O -1.8609 1.2618 0.9604 -0.40
O -0.7688 -1.9251 0.5833 -0.30
H -2.0523 0.1188 -1.8090 0.31
H -2.9266 -1.2278 -0.6269 0.37
H -3.7050 0.3989 -0.9052 0.33
H 0.7846 0.4837 2.3115 0.35
H 2.1968 0.9333 1.2333 0.51
H 0.6912 1.8660 1.2648 0.36
H 1.9059 0.6870 -1.5212 0.32
H 0.1749 -0.0092 -1.6733 0.29
H 0.3422 1.5673 -1.0078 0.41
H 1.9471 -1.1828 1.3967 0.33
H 1.2570 -1.9548 -0.2288 0.37
H 2.8182 -0.9195 -0.2905 0.33

=====

(8)
22
Properties=species:S:1:pos:R:3:mulliken_charge:R:1 method="wB97M-V/def2-TZVPD" relative_energy_kj_mol=80.37 homo_lumo_gap_ha=0.290 total_charge=-1 multiplicity=1 energy_ev=-14051.1836 fmax_ha_per_bohr=0.0764
C 0.1617 -2.7273 -1.0889 -0.43
C -0.0557 -2.0497 0.3117 -0.75
C -0.1811 -1.7581 -2.1832 0.51
O -1.1146 -2.0005 -2.9434 -0.70
N 0.5547 -0.6122 -2.2590 -0.31
H 1.2384 -2.8510 -1.0997 0.29
H -0.5912 -3.5285 -1.1137 0.30
H -0.8471 -2.5766 0.8121 0.39
H -0.2659 -0.9772 0.1555 -0.07
H 0.3441 0.0401 -2.9897 0.22
H 1.1142 -0.2889 -1.4190 0.28
H 0.8524 -1.9962 0.9179 0.30
C -0.1344 1.6179 1.6685 0.16
C -1.1320 2.6982 1.2664 -1.20
C 1.1471 1.7990 0.9595 0.34
O 1.3986 1.1993 -0.1532 -0.74
O 2.0216 2.4884 1.5337 -0.75
H 0.1173 1.8501 2.7381 0.27
H -0.5560 0.6332 1.4561 -0.01
H -1.4842 2.4499 0.2541 0.30
H -0.6412 3.6863 1.1776 0.30
H -1.9466 2.9039 1.9988 0.30

=====

(9)
24
Properties=species:S:1:pos:R:3:mulliken_charge:R:1 method="wB97M-V/def2-TZVPD" relative_energy_kj_mol=247.25 homo_lumo_gap_ha=0.269 total_charge=-1 multiplicity=1 energy_ev=-35718.9752 fmax_ha_per_bohr=0.0713
C -0.5789 0.6087 0.1085 0.40
C -1.3706 3.0270 0.6116 -1.04
C 0.5428 -2.4255 -1.4660 -1.23
C -1.4505 1.7794 -0.2600 -0.57
C 1.3273 -1.2708 0.7338 -0.75
C 0.1121 -1.5165 -0.3297 0.62
N -0.6704 -0.4783 -0.7144 -0.69
O 0.8441 1.2100 -0.1287 -0.24
O 3.0425 0.8009 0.8724 -0.70
O 2.5891 -0.2365 -1.3150 -0.65
S -1.0663 -2.9099 0.9380 -0.43
S 2.0531 0.2014 -0.0210 1.00
H -0.6352 0.3624 1.3187 0.03
H -2.2913 3.5693 0.8064 0.35
H -1.0332 2.6018 1.5835 0.29
H -0.6114 3.7747 0.2144 0.20
H -0.2302 -2.2956 -2.2143 0.37
H 0.6851 -3.4303 -0.9782 0.33
H 1.5051 -2.0897 -1.8900 0.23
H -2.4989 1.4278 -0.2751 0.33
H -1.3578 2.0411 -1.3073 0.33
H 2.2052 -1.9637 0.8115 0.37
H 0.8816 -0.9835 1.6214 0.37
H -1.9933 -1.8040 1.2793 0.08

=====

(10)
24
Properties=species:S:1:pos:R:3:mulliken_charge:R:1 method="wB97M-V/def2-TZVPD" relative_energy_kj_mol=586.10 homo_lumo_gap_ha=0.313 total_charge=0 multiplicity=1 energy_ev=-25381.5894 fmax_ha_per_bohr=0.0640
C -0.7902 1.0208 -0.9843 -1.29
C -0.4094 -0.2389 -0.3244 0.36
N -1.1963 -1.2075 -0.0586 -0.50
O -2.4797 -1.0517 -0.6970 -0.43
C 0.8797 -0.4427 0.3083 0.56
C 1.4795 0.7272 1.1647 -0.80
O 2.5747 1.2106 0.4642 -0.45
C 3.0902 0.0716 -0.2027 0.07
O 3.7353 -0.7409 0.6405 -0.56
C 1.8448 -0.5662 -0.8442 -0.95
H 0.1691 1.6589 -0.9647 0.33
H -1.3380 0.9499 -1.9262 0.33
H -1.3883 1.5421 -0.2735 0.40
H -2.8785 -1.9541 -0.8078 0.34
H 0.8304 -1.3356 0.9080 0.36
H 0.6208 1.4521 1.3127 0.41
H 1.7053 0.4019 2.2144 0.28
H 3.8217 0.3264 -0.9645 0.47
H 3.9448 -0.3198 1.4661 0.35
H 1.8773 -1.5933 -1.0243 0.44
H 1.6596 0.1095 -1.7707 0.27
O -6.3111 0.4773 -0.2545 -0.41
P -5.6076 -0.4702 0.6612 0.38
H -5.8339 -0.0274 1.9575 0.03

=====

(11)
21
Properties=species:S:1:pos:R:3:mulliken_charge:R:1 method="wB97M-V/def2-TZVPD" relative_energy_kj_mol=267.62 homo_lumo_gap_ha=0.298 smiles="C/C=C/C=C/O[C@H]([NH3+])S" total_charge=+1 multiplicity=1 energy_ev=-20779.6977 fmax_ha_per_bohr=0.1135
C 3.6617 -0.2918 -2.1218 -0.99
C 2.9016 0.0707 -0.8540 -0.19
C 1.6081 -0.2772 -0.8360 -0.31
C 0.7963 -0.1478 0.3268 -0.24
C -0.5053 -0.4594 0.3891 -0.15
O -1.1918 -0.4803 1.5917 -0.26
C -2.5084 -0.4147 1.4644 -0.16
N -2.9807 1.1414 1.6013 -0.44
S -3.3503 -0.9778 2.9494 -0.18
H 2.8759 -0.2215 -2.8111 0.31
H 4.0088 -1.3271 -2.0605 0.27
H 4.5197 0.4845 -2.2983 0.30
H 3.2857 0.3423 0.0015 0.53
H 1.1697 -0.6523 -1.7070 0.28
H 1.1916 0.2747 1.3544 0.17
H -0.9537 -1.0068 -0.4448 0.21
H -2.8378 -0.8983 0.6255 0.58
H -2.7228 1.3084 2.5208 0.33
H -4.0010 1.1931 1.5109 0.35
H -2.5588 1.9240 0.9879 0.36
H -3.9978 -2.0360 2.3744 0.21

=====

(12)
20
Properties=species:S:1:pos:R:3:mulliken_charge:R:1 method="wB97M-V/def2-TZVPD" relative_energy_kj_mol=139.30 homo_lumo_gap_ha=0.335 smiles="C=N/C=C/C.C=PC" total_charge=0 multiplicity=1 energy_ev=-17192.2199 fmax_ha_per_bohr=0.0760
C -0.1976 2.3794 2.4015 -0.23
N 0.8673 1.7099 2.2871 -0.46
C 0.8591 0.5102 1.6001 -0.48
C 0.0387 -0.5679 1.7485 0.24
C 0.1461 -1.8607 0.9955 -0.96
H -0.1409 3.2913 2.9815 0.29
H -1.1245 2.1701 1.7803 0.17
H 1.6529 0.3869 0.9555 0.44
H -0.8899 -0.5016 2.4050 0.24
H -0.0345 -2.7773 1.6000 0.36
H -0.5870 -1.8620 0.1432 0.00
H 1.1128 -1.9637 0.5738 0.31
C -0.4450 0.7921 -1.1368 -0.47
P -1.1526 -0.4712 -2.0028 0.02
C -0.0410 -0.8582 -3.4481 -0.84
H -0.9148 1.0853 -0.2082 0.28
H 0.4249 1.2737 -1.5834 0.26
H 0.2028 -1.8599 -3.3647 0.27
H -0.6661 -0.7207 -4.3082 0.29
H 0.8894 -0.1558 -3.4198 0.27